Record 1
{"formula": "C39H46BF12NO38P", "method": "ωB97M-V/def2-TZVPD", "species": ["C", "C", "C", "O", "B", "P", "N", "O", "H", "H", "H", "H", "H", "H", "H", "H", "H", "H", "C", "C", "O", "C", "O", "O", "F", "H", "H", "H", "C", "C", "O", "C", "O", "O", "F", "H", "H", "H", "C", "C", "O", "C", "O", "O", "F", "H", "H", "H", "C", "C", "O", "C", "O", "O", "F", "H", "H", "H", "C", "C", "O", "C", "O", "O", "F", "H", "H", "H", "C", "C", "O", "C", "O", "O", "F", "H", "H", "H", "C", "C", "O", "C", "O", "O", "F", "H", "H", "H", "C", "C", "O", "C", "O", "O", "F", "H", "H", "H", "C", "C", "O", "C", "O", "O", "F", "H", "H", "H", "C", "C", "O", "C", "O", "O", "F", "H", "H", "H", "C", "C", "O", "C", "O", "O", "F", "H", "H", "H", "C", "C", "O", "C", "O", "O", "F", "H", "H", "H"], "coordinates": [[-1.35390, 2.57095, -0.60000], [-1.01800, 2.93653, -2.05873], [-2.17878, 2.61298, -3.06397], [-1.70266, 1.61146, -3.94036], [-0.58921, 0.99533, -3.20121], [0.82689, 0.17426, -4.30498], [1.91609, 1.12051, -5.02223], [0.05670, 2.14148, -2.52037], [-0.90350, 1.59224, -0.39135], [-2.43515, 2.54699, -0.43169], [-0.90937, 3.29079, 0.09911], [-0.77673, 4.00430, -2.15229], [-3.12091, 2.35640, -2.54515], [-2.37397, 3.51224, -3.67473], [-0.98993, 0.21545, -2.30731], [0.22010, -0.66828, -5.27775], [1.45703, -0.72703, -3.43090], [2.83941, 0.90948, -4.65588], [-3.26307, 2.95155, -6.58190], [-2.81715, 3.73445, -7.79598], [-3.94438, 4.54609, -8.07390], [-4.62642, 4.72536, -6.90598], [-5.48541, 5.53339, -6.75164], [-4.18173, 3.86807, -5.96836], [-2.57060, 2.94569, -8.87191], [-3.80192, 2.04959, -6.87736], [-2.46013, 2.68152, -5.89614], [-1.95001, 4.37540, -7.62828], [2.03553, -4.13096, -0.49538], [1.99659, -2.62510, -0.43715], [1.67343, -2.28673, -1.76371], [0.94186, -3.30409, -2.29173], [0.29924, -3.20679, -3.28299], [1.05137, -4.40940, -1.50665], [3.18704, -2.07207, -0.11445], [3.00972, -4.47618, -0.81813], [1.76381, -4.60486, 0.44252], [1.24416, -2.21555, 0.23889], [0.31367, 0.37980, 2.49900], [-1.14860, 0.26201, 2.87094], [-1.47482, -1.05017, 2.41366], [-0.33746, -1.78016, 2.40783], [-0.30317, -2.97508, 2.31405], [0.73966, -0.99489, 2.54427], [-1.92036, 1.15836, 2.23312], [0.44614, 0.74988, 1.48182], [0.88413, 0.98926, 3.19189], [-1.34871, 0.31342, 3.94301], [-1.61722, -5.53940, 0.90353], [-1.93851, -6.91160, 0.34232], [-0.66126, -7.40539, -0.00583], [0.25311, -6.79619, 0.80095], [1.38178, -7.14429, 0.92114], [-0.30690, -5.74212, 1.43179], [-2.71603, -6.85505, -0.76412], [-1.58072, -4.79190, 0.10953], [-2.29024, -5.21029, 1.68920], [-2.40200, -7.59839, 1.05469], [5.93640, 0.68478, -0.85125], [5.54709, 2.13725, -0.65324], [4.22300, 2.03131, -0.17318], [4.08682, 0.82300, 0.43197], [3.17437, 0.51872, 1.12973], [5.14210, 0.02673, 0.14032], [5.55742, 2.83536, -1.80720], [5.63659, 0.33676, -1.84491], [6.99199, 0.48397, -0.68839], [6.14952, 2.67546, 0.08283], [4.19352, -0.94839, 5.61573], [3.30833, -1.62670, 4.58908], [2.01852, -1.22659, 5.00164], [2.13560, -0.02933, 5.63160], [1.23014, 0.70683, 5.85253], [3.43075, 0.21202, 5.94536], [3.40226, -2.97927, 4.65313], [4.30424, -1.57930, 6.49974], [5.16962, -0.66141, 5.23565], [3.46517, -1.31089, 3.55493], [-4.15087, 6.85566, 1.69478], [-4.26116, 5.73180, 0.68832], [-2.90352, 5.38316, 0.47595], [-2.20875, 5.69651, 1.59698], [-1.11754, 5.31846, 1.86714], [-2.95372, 6.51772, 2.39144], [-4.80683, 6.14905, -0.48045], [-4.02129, 7.81324, 1.18556], [-4.98896, 6.90842, 2.38423], [-4.78611, 4.84248, 1.02230], [-4.60896, 0.81024, 0.14108], [-6.02262, 0.36855, -0.18584], [-6.81480, 1.40553, 0.38603], [-6.05097, 2.52592, 0.41774], [-6.43886, 3.63152, 0.64063], [-4.76314, 2.23066, 0.17896], [-6.35413, -0.80781, 0.39661], [-4.30487, 0.45313, 1.12678], [-3.86505, 0.53126, -0.60140], [-6.24536, 0.30733, -1.25211], [6.88382, -4.51122, -2.62516], [6.46396, -3.10373, -2.23166], [5.44003, -3.34554, -1.31427], [5.60054, -4.57322, -0.77083], [4.93943, -4.94332, 0.13718], [6.55182, -5.26851, -1.44818], [5.93599, -2.38958, -3.24633], [6.27386, -4.86547, -3.45820], [7.93808, -4.60919, -2.86692], [7.24474, -2.51139, -1.74991], [-6.93467, 3.85967, 4.33954], [-6.49319, 2.75071, 5.27423], [-5.37082, 2.21951, 4.60551], [-4.83284, 3.20772, 3.83097], [-3.77706, 3.15701, 3.29972], [-5.70239, 4.24512, 3.73645], [-7.43310, 1.78486, 5.41165], [-7.61030, 3.47246, 3.57400], [-7.38912, 4.70688, 4.84522], [-6.19066, 3.08502, 6.26888], [4.29847, 0.42329, -6.18363], [4.16538, 0.59138, -4.68554], [5.45847, 1.05481, -4.32131], [6.00144, 1.68313, -5.39730], [6.97087, 2.36967, -5.36272], [5.27944, 1.41178, -6.51018], [3.92549, -0.57539, -4.05550], [4.68865, -0.56800, -6.42250], [3.37703, 0.60468, -6.72825], [3.41754, 1.32350, -4.37475], [0.68279, -4.21320, 5.59788], [-0.16633, -5.31099, 6.20126], [-0.07335, -5.04446, 7.58729], [0.17137, -3.71066, 7.74210], [0.07302, -3.12313, 8.76906], [0.52757, -3.16303, 6.56068], [0.32630, -6.54866, 5.95372], [1.72884, -4.51684, 5.55151], [0.35194, -3.88182, 4.61648], [-1.21746, -5.29023, 5.90625]], "total_charge": -1, "lumo_energy_ev": 1.65, "orbital_gap_ha": 0.230, "homo_energy_ha": -0.16985}

Record 2
{"formula": "C39H46IN5OOsPS", "method": "ωB97M-V/def2-TZVPD", "species": ["Os", "C", "C", "N", "C", "C", "C", "C", "C", "C", "C", "N", "C", "C", "C", "C", "C", "C", "C", "C", "N", "C", "H", "H", "H", "H", "H", "H", "H", "H", "H", "H", "H", "H", "I", "C", "C", "N", "N", "C", "H", "H", "H", "O", "S", "C", "C", "C", "C", "H", "H", "H", "H", "H", "H", "H", "H", "C", "C", "C", "C", "P", "C", "C", "C", "C", "C", "C", "C", "C", "C", "C", "H", "H", "H", "H", "H", "H", "H", "H", "H", "H", "H", "H", "H", "H", "H", "H", "H", "H", "H", "H", "H", "H", "H"], "coordinates": [[0.13591, 0.84187, -0.02646], [-0.31122, 2.11933, 4.21014], [-0.62048, 1.73994, 2.89716], [0.29446, 1.37809, 2.01635], [1.60613, 1.45959, 2.38522], [2.00434, 1.74242, 3.69967], [0.99372, 2.08442, 4.62713], [3.38430, 1.67303, 4.01364], [4.29559, 1.32959, 3.05020], [3.89719, 1.12140, 1.71567], [2.56960, 1.24905, 1.36735], [1.97919, 1.14006, 0.08229], [2.64730, 1.49213, -1.11536], [3.90221, 2.05611, -1.23503], [4.43064, 2.35817, -2.50283], [3.68667, 2.16481, -3.63404], [2.35200, 1.69576, -3.54015], [1.47735, 1.64548, -4.64654], [0.15929, 1.33955, -4.43753], [-0.26903, 1.02053, -3.14491], [0.54390, 0.95196, -2.10154], [1.84201, 1.34601, -2.28073], [-1.11054, 2.39730, 4.88113], [-1.65331, 1.68735, 2.57336], [1.25949, 2.32307, 5.64891], [3.70393, 1.87263, 5.02765], [5.34112, 1.22584, 3.30407], [4.63818, 0.80816, 0.99755], [4.48971, 2.31140, -0.37056], [5.42692, 2.77149, -2.56879], [4.08882, 2.41390, -4.60743], [1.84554, 1.88843, -5.63482], [-0.55707, 1.34593, -5.24581], [-1.31480, 0.82401, -2.95129], [0.89637, 7.04842, -0.12777], [0.06168, 5.17709, -0.29743], [-1.23240, 4.84879, -0.64076], [-1.33040, 3.50908, -0.59841], [-0.15601, 2.94255, -0.28569], [0.69585, 3.94917, -0.08599], [-2.07197, 5.46820, -0.90693], [-2.06731, 2.89836, -0.90748], [1.71642, 3.77414, 0.20463], [-2.00469, 0.93155, -0.30561], [-3.21584, 0.43072, 0.54987], [-4.27903, -0.45718, -0.63552], [-5.62204, 0.26719, -0.67003], [-5.30727, 1.75124, -0.52070], [-4.36809, 1.82392, 0.67584], [-4.31844, -1.50981, -0.36246], [-3.73396, -0.35769, -1.57344], [-6.26309, -0.06776, 0.14687], [-6.13868, 0.03948, -1.60130], [-6.20069, 2.34703, -0.33869], [-4.82492, 2.14166, -1.42049], [-4.90066, 1.63452, 1.61196], [-3.80645, 2.74496, 0.81042], [1.84654, -3.97754, -0.35677], [1.80848, -2.45326, -0.17540], [2.81545, -2.06027, 0.90672], [2.19625, -1.87001, -1.53588], [0.10743, -1.74911, 0.25629], [-0.96724, -2.55880, -0.97150], [-1.52881, -1.82836, -2.00671], [-2.29108, -2.43258, -2.99682], [-2.51273, -3.79914, -2.95314], [-1.96334, -4.54886, -1.91918], [-1.19541, -3.93983, -0.94184], [-0.46608, -2.45987, 1.93494], [-0.17329, -1.43344, 3.02911], [0.20031, -3.77895, 2.34898], [-1.98074, -2.71404, 1.92360], [2.87497, -4.23008, -0.62515], [1.21472, -4.31370, -1.17635], [1.60914, -4.53746, 0.54019], [3.82634, -2.22306, 0.52732], [2.70840, -2.66991, 1.80123], [2.73159, -1.01833, 1.20594], [3.17670, -2.26081, -1.81301], [2.26297, -0.79034, -1.53597], [1.48956, -2.17425, -2.31034], [-1.36273, -0.76868, -2.02856], [-2.70632, -1.83966, -3.80230], [-3.10207, -4.28304, -3.71963], [-2.12461, -5.61751, -1.87999], [-0.76853, -4.55791, -0.16721], [0.86215, -1.08493, 3.02102], [-0.36286, -1.89359, 3.99972], [-0.84312, -0.58473, 2.93636], [1.27111, -3.69490, 2.51231], [0.00961, -4.59975, 1.66412], [-0.24657, -4.06101, 3.30475], [-2.54098, -1.92799, 1.42753], [-2.32582, -2.76366, 2.95730], [-2.23685, -3.65502, 1.44372]], "e_above_lowest_kj_mol": 0.0, "total_charge": 3, "lumo_energy_ev": [-10.27, -10.32], "orbital_gap_ha": [0.204, 0.203], "homo_energy_ha": [-0.58186, -0.58187]}

What is the formula in the first record? C39H46BF12NO38P